(1)
{
  "formula": "C54H44LiN6P3Se2",
  "method": "wB97M-V/def2-TZVPD",
  "energy_ev": -224421.562,
  "de_lowest_kj_mol": 20.73,
  "homo_ev": -7.35,
  "lumo_ev": -0.13,
  "orbital_gap_ev": 7.2,
  "elements": ["Li", "C", "C", "C", "C", "N", "C", "C", "C", "C", "C", "C", "N", "C", "C", "C", "C", "C", "N", "H", "H", "H", "H", "H", "H", "H", "H", "H", "H", "H", "Se", "P", "C", "C", "C", "C", "C", "C", "C", "C", "C", "C", "C", "C", "C", "C", "N", "N", "N", "P", "Se", "C", "C", "C", "C", "C", "C", "C", "C", "C", "C", "C", "C", "H", "H", "H", "H", "H", "H", "H", "H", "H", "H", "H", "H", "H", "H", "H", "H", "H", "H", "H", "H", "C", "P", "C", "C", "C", "C", "C", "C", "C", "C", "C", "C", "C", "C", "H", "H", "H", "H", "H", "H", "H", "H", "H", "H", "H", "H", "H"],
  "xyz": [[-1.45404, 1.16450, 0.03640], [-0.78154, -0.11607, 4.32973], [-0.98941, 1.09060, 4.97086], [-1.51888, 2.14849, 4.24892], [-1.81005, 1.95900, 2.90565], [-1.57984, 0.80378, 2.27563], [-1.08940, -0.21041, 2.97977], [-2.39205, 3.04635, 2.06684], [-3.04795, 4.14720, 2.60709], [-3.54113, 5.10743, 1.74161], [-3.37036, 4.95082, 0.37641], [-2.71680, 3.81430, -0.08508], [-2.25527, 2.88916, 0.75357], [-2.48150, 3.53484, -1.53521], [-2.83894, 4.42641, -2.54001], [-2.56606, 4.09176, -3.85607], [-1.94143, 2.88686, -4.12920], [-1.62263, 2.05976, -3.06294], [-1.89278, 2.36865, -1.80286], [-0.37638, -0.97266, 4.85086], [-0.74005, 1.21385, 6.01661], [-1.67412, 3.10920, 4.71871], [-0.93446, -1.13163, 2.42868], [-3.18317, 4.24357, 3.67436], [-4.05867, 5.97564, 2.12798], [-3.74805, 5.69755, -0.30582], [-3.31292, 5.36951, -2.31075], [-2.83290, 4.76966, -4.65632], [-1.70163, 2.59127, -5.14095], [-1.12414, 1.10861, -3.21809], [4.23289, 0.86220, 2.93390], [4.21452, 0.59579, 0.84091], [4.81539, -1.02522, 0.28954], [5.33721, -1.93027, 1.20451], [5.83848, -3.14662, 0.76395], [5.80991, -3.46672, -0.58580], [5.29664, -2.56040, -1.50522], [4.81672, -1.33740, -1.06682], [5.33534, 1.75702, -0.00654], [6.56506, 1.31812, -0.48801], [7.46441, 2.21817, -1.04239], [7.14334, 3.56411, -1.11715], [5.92319, 4.00901, -0.62481], [5.02407, 3.11668, -0.06480], [2.56053, 0.83679, 0.13975], [1.44375, 0.06139, -0.19611], [0.43152, 0.92363, -0.41485], [0.89001, 2.15401, -0.23927], [2.15543, 2.12516, 0.10162], [1.04946, -1.66763, -0.43958], [-1.02243, -2.10331, -0.33645], [1.63329, -2.09120, -2.10785], [2.13135, -1.09992, -2.94657], [2.49138, -1.40359, -4.25314], [2.35536, -2.69810, -4.72907], [1.82767, -3.68527, -3.90571], [1.44943, -3.37935, -2.60950], [1.95540, -2.58039, 0.83339], [2.05199, -1.99886, 2.09503], [2.58919, -2.71649, 3.15255], [3.01592, -4.02175, 2.96195], [2.92834, -4.60179, 1.70322], [2.40519, -3.88395, 0.64055], [5.34289, -1.66861, 2.25603], [6.23981, -3.85120, 1.48092], [6.19394, -4.42092, -0.92465], [5.27406, -2.80026, -2.56091], [4.45033, -0.61686, -1.78576], [6.83525, 0.27110, -0.42973], [8.41747, 1.86239, -1.41205], [7.84268, 4.26570, -1.55378], [5.66998, 5.06032, -0.67148], [4.07650, 3.46298, 0.32084], [2.24078, -0.08753, -2.57783], [2.87813, -0.62403, -4.89714], [2.63983, -2.93542, -5.74622], [1.69069, -4.69081, -4.28184], [0.97074, -4.13454, -1.99962], [1.73814, -0.97460, 2.25312], [2.69258, -2.23890, 4.11827], [3.43254, -4.58268, 3.78903], [3.28035, -5.61320, 1.54467], [2.36033, -4.34288, -0.33675], [-5.33441, 1.48372, -0.65388], [-3.98649, 0.29013, -0.24740], [-4.49569, -0.26021, 1.41985], [-5.03351, 0.64668, 2.33131], [-5.22902, 0.28895, 3.65905], [-4.89161, -0.98368, 4.09385], [-4.36096, -1.89733, 3.19204], [-4.15916, -1.53724, 1.86948], [-4.52167, -1.10317, -1.30957], [-3.74341, -1.41623, -2.41957], [-4.13723, -2.41526, -3.30069], [-5.31120, -3.11535, -3.07246], [-6.09258, -2.81685, -1.96206], [-5.70036, -1.81543, -1.08890], [-5.28662, 1.68688, -1.72481], [-5.19844, 2.42872, -0.12591], [-6.31584, 1.07410, -0.41180], [-5.29497, 1.64925, 2.01349], [-5.64605, 1.00772, 4.35354], [-5.04053, -1.26299, 5.12891], [-4.09414, -2.89359, 3.52167], [-3.72035, -2.25201, 1.18240], [-2.80846, -0.89274, -2.57730], [-3.51647, -2.65530, -4.15432], [-5.61600, -3.90037, -3.75284], [-7.00636, -3.36718, -1.77739], [-6.30896, -1.59309, -0.21946]],
  "forces_ev_per_angstrom": [[-0.258, -0.190, -0.161], [0.002, -0.030, -0.003], [-0.020, 0.018, -0.002], [0.005, -0.019, 0.022], [-0.032, 0.013, -0.005], [0.100, 0.105, -0.053], [0.006, -0.011, -0.050], [0.031, -0.043, 0.013], [-0.002, 0.012, -0.007], [-0.005, -0.012, 0.007], [-0.017, 0.020, -0.004], [0.021, -0.022, -0.048], [-0.016, 0.167, 0.052], [-0.004, 0.001, 0.047], [0.007, 0.001, -0.025], [0.000, 0.002, -0.003], [-0.001, 0.002, -0.002], [0.011, -0.038, 0.011], [-0.023, 0.032, 0.111], [0.006, 0.005, 0.001], [0.005, -0.002, 0.000], [-0.002, -0.002, 0.007], [0.009, -0.014, -0.016], [-0.001, 0.008, 0.000], [-0.004, 0.002, 0.003], [0.000, -0.001, -0.003], [0.001, 0.002, 0.004], [0.002, -0.002, 0.000], [-0.001, 0.000, -0.001], [0.008, -0.009, -0.001], [0.012, -0.010, 0.019], [-0.073, -0.024, -0.010], [-0.014, -0.051, 0.013], [-0.008, 0.012, 0.013], [-0.010, -0.013, -0.014], [0.014, 0.012, -0.003], [0.012, -0.006, 0.016], [-0.082, 0.000, -0.038], [-0.073, 0.068, 0.006], [0.050, -0.074, -0.007], [0.001, 0.030, -0.007], [-0.017, -0.020, -0.004], [0.015, -0.005, -0.005], [0.013, -0.002, 0.024], [0.123, 0.120, -0.046], [-0.029, -0.140, 0.162], [0.313, 0.142, -0.083], [-0.007, -0.066, 0.019], [0.063, 0.006, 0.003], [-0.021, 0.024, 0.021], [-0.027, 0.010, 0.061], [0.019, 0.023, 0.018], [0.077, -0.012, -0.005], [0.008, 0.011, 0.011], [-0.007, -0.010, -0.007], [0.006, 0.010, -0.009], [-0.006, -0.010, 0.017], [0.032, -0.034, -0.033], [0.001, -0.016, 0.011], [-0.013, 0.007, 0.004], [-0.005, -0.007, -0.013], [0.015, 0.014, 0.027], [0.015, 0.016, -0.024], [-0.010, -0.004, -0.013], [0.007, -0.004, 0.000], [-0.005, -0.004, 0.002], [-0.002, -0.003, -0.007], [-0.024, 0.018, -0.013], [-0.007, 0.053, 0.002], [0.003, 0.000, -0.003], [0.005, 0.006, 0.007], [0.000, 0.004, -0.003], [-0.005, -0.005, -0.002], [-0.015, 0.008, -0.009], [0.000, 0.002, 0.001], [0.004, -0.002, 0.000], [-0.001, -0.003, 0.000], [-0.003, 0.003, 0.023], [-0.019, 0.005, 0.012], [-0.002, 0.006, 0.002], [-0.002, -0.002, 0.002], [-0.002, -0.004, 0.000], [-0.004, 0.001, -0.019], [0.040, 0.007, 0.011], [-0.208, -0.165, -0.010], [0.080, 0.064, 0.012], [-0.026, -0.017, 0.009], [0.004, -0.003, -0.012], [0.012, 0.004, 0.000], [-0.011, -0.001, -0.002], [0.014, -0.024, -0.037], [-0.048, 0.023, 0.030], [0.007, 0.008, -0.018], [-0.010, -0.001, 0.009], [0.003, -0.004, 0.004], [0.014, 0.004, -0.010], [-0.016, -0.008, 0.018], [0.010, 0.008, -0.002], [0.024, -0.005, 0.006], [-0.013, 0.012, -0.021], [-0.002, 0.002, -0.001], [-0.001, 0.005, 0.003], [-0.003, -0.004, 0.004], [0.004, -0.002, 0.001], [-0.007, 0.009, 0.007], [-0.009, 0.002, -0.004], [0.001, 0.001, -0.004], [0.000, -0.002, -0.001], [-0.003, -0.002, 0.000], [0.002, 0.008, -0.004]],
  "lowdin_charge": [0.421, -0.040, -0.047, -0.006, -0.217, 0.098, -0.130, -0.202, -0.002, -0.040, -0.005, -0.213, 0.101, -0.220, -0.007, -0.056, -0.048, -0.120, 0.064, 0.108, 0.111, 0.107, 0.060, 0.109, 0.112, 0.104, 0.103, 0.109, 0.106, 0.111, 0.268, 0.536, -0.369, -0.107, -0.080, -0.078, -0.069, -0.105, -0.333, -0.084, -0.084, -0.090, -0.079, -0.089, -0.418, -0.460, -0.122, -0.063, -0.009, 0.582, 0.379, -0.345, -0.100, -0.077, -0.085, -0.076, -0.110, -0.341, -0.123, -0.083, -0.080, -0.084, -0.080, 0.063, 0.108, 0.103, 0.106, 0.103, 0.101, 0.102, 0.100, 0.103, 0.084, 0.101, 0.106, 0.102, 0.105, 0.093, 0.075, 0.105, 0.104, 0.107, 0.092, -0.252, 0.978, -0.393, -0.108, -0.086, -0.091, -0.080, -0.114, -0.398, -0.147, -0.081, -0.089, -0.083, -0.094, 0.045, 0.021, 0.047, 0.092, 0.101, 0.100, 0.106, 0.080, 0.063, 0.104, 0.100, 0.101, 0.108]
}

---

(2)
{
  "formula": "CH2O2S2",
  "method": "wB97M-V/def2-TZVPD",
  "energy_ev": -26832.096,
  "de_lowest_kj_mol": 188.90,
  "homo_ev": [-7.56, -7.56],
  "lumo_ev": [-0.92, -0.91],
  "orbital_gap_ev": [6.6, 6.7],
  "elements": ["C", "O", "O", "S", "S", "H", "H"],
  "xyz": [[0.00407, 0.07753, 0.56836], [-0.38437, -3.01375, -1.04631], [-0.05049, 0.03449, -0.74808], [-0.61499, -3.27599, 0.39346], [-0.27275, -1.29870, 1.54370], [-0.36177, -0.86614, -0.91798], [0.03174, 0.94674, 1.19790]],
  "forces_ev_per_angstrom": [[-1.289, -3.418, 1.239], [0.128, 0.359, -1.165], [0.065, 0.844, 1.165], [0.034, 0.806, 1.215], [0.389, 1.119, -0.720], [0.150, -0.641, -1.014], [0.524, 0.931, -0.720]],
  "lowdin_charge": [-0.526, -0.774, 0.032, 0.496, 0.640, 0.063, 0.067]
}